1.
Entry from the Open Molecules 2025 dataset: a single C5H8N2O3 molecule (ωB97M-V/def2-TZVPD).

Relative energy (zero: lowest compared OMol25 entry of this formula, charge and spin) (eV): 2.318
Kohn-Sham gap (eV): 9.6
SMILES: [H]/N=C(/O)CO/C(C=O)=N/C

```
18
Properties=species:S:1:pos:R:3:forces:R:3:lowdin_charge:R:1
H 2.1997 2.0153 0.3495 0.03 0.00 -0.02 0.052
N 3.0135 1.4066 0.2863 -0.95 0.11 -1.32 0.148
C 2.6942 0.2687 -0.2083 -0.03 1.33 3.82 -0.474
O 3.6542 -0.6459 -0.1076 2.38 -0.17 1.72 0.019
C 1.3326 -0.3745 -0.1343 -0.13 -0.42 -1.44 -0.119
O 0.3622 0.6421 -0.0926 0.08 0.45 -0.11 -0.044
C -0.9307 0.2665 -0.0601 -0.53 -0.56 -0.04 -0.348
C -1.7918 1.5103 -0.0847 -0.25 0.11 -0.02 -0.139
O -2.9778 1.5006 0.1167 0.38 -0.06 -0.07 0.085
N -1.2763 -0.9456 -0.0462 0.43 0.38 0.01 0.081
C -2.6581 -1.3715 -0.0280 -0.45 -0.02 0.08 -0.114
H 4.2414 -0.2016 0.6486 -1.18 -1.43 -2.68 0.185
H 1.2580 -1.0152 0.7574 0.29 0.26 -0.24 0.148
H 1.1970 -1.0207 -1.0148 -0.24 0.04 0.27 0.140
H -1.2378 2.4431 -0.3222 -0.09 -0.16 0.09 0.133
H -2.6910 -2.4654 -0.0985 0.05 0.31 0.00 0.073
H -3.1575 -1.0666 0.9035 0.11 -0.08 -0.27 0.088
H -3.2317 -0.9462 -0.8645 0.11 -0.09 0.22 0.086
```
Forces are in eV/Å.

2.
Entry from the Open Molecules 2025 dataset: a molecular structure, C41H44Br51FN2O4S (ωB97M-V/def2-TZVPD).

Kohn-Sham gap (eV): 8.0

```
144
Properties=species:S:1:pos:R:3:forces:R:3:lowdin_charge:R:1
C -4.8461 0.2454 -6.9414 -0.30 0.95 0.73 0.018
C -3.6277 1.1828 -6.7317 -0.03 -1.31 -1.24 -0.501
O -2.5717 0.8252 -7.2004 -0.18 0.68 0.65 0.091
O -3.7976 2.3541 -6.0458 0.04 -1.71 0.50 -0.024
C -2.6963 2.5660 -5.1137 0.51 1.51 -0.10 -0.168
C -3.2245 3.2882 -3.8449 0.89 0.46 0.14 -0.162
C -3.1263 2.4563 -2.5303 -0.39 -0.05 -0.31 -0.169
C -3.5912 0.9636 -2.6533 -0.66 0.57 0.89 -0.115
C -3.1577 0.2200 -1.3795 0.43 -0.13 -0.93 -0.108
C -1.8499 -0.1968 -1.1661 -0.53 -0.55 1.70 -0.091
C -0.7105 0.0373 -2.1621 -0.58 0.04 -0.52 -0.063
C -0.6793 -0.9179 -3.3804 0.19 -0.15 -1.29 -0.141
C -0.4073 -0.3255 -4.6491 -0.09 -0.67 0.38 -0.053
C -0.3141 -1.0946 -5.8210 0.16 -0.42 -0.49 -0.089
C -0.4931 -2.4968 -5.8196 -0.09 0.62 1.65 -0.069
C -0.7694 -3.0907 -4.5653 0.15 0.69 -0.40 -0.051
C -0.8584 -2.3284 -3.3735 -0.23 -0.12 0.32 -0.195
C -1.1198 -3.1144 -2.0762 0.15 -0.58 -0.89 -0.032
C -1.5488 -0.8799 0.1309 0.05 0.24 0.01 -0.104
C -0.1439 -1.3723 0.5230 0.08 -0.06 -0.41 -0.158
C 0.5077 -0.5536 1.6812 -0.57 -0.31 -0.60 -0.169
C 0.5683 0.9835 1.3970 -0.02 -0.94 0.43 -0.087
C 1.8370 1.4361 0.6521 0.63 0.91 0.85 -0.473
O 2.5111 2.3093 1.1395 -0.44 -0.37 -0.49 0.084
O 2.2508 0.9108 -0.5665 -0.63 -0.31 0.58 0.023
C -2.5236 -1.0870 1.0749 -0.04 0.24 -0.20 -0.154
F -2.1921 -1.6966 2.2531 -0.28 0.13 -0.55 0.031
C -3.8940 -0.6621 0.9134 2.11 -0.30 -0.63 -0.291
N -4.8709 -0.8034 1.8099 -0.52 1.02 -1.86 -0.221
S -6.1612 -0.1073 1.0229 1.13 0.40 -0.48 0.823
N -5.4738 0.3322 -0.3786 0.38 -0.06 0.23 -0.222
C -4.1648 -0.0079 -0.3698 -0.86 -0.62 1.78 -0.254
H -4.5711 -0.7928 -6.6793 0.17 0.63 -0.23 0.089
H -5.1622 0.2732 -8.0018 0.15 0.05 0.62 0.089
H -5.6670 0.5494 -6.2659 0.19 -0.12 -0.56 0.079
H -1.9720 3.2223 -5.6428 -0.35 -0.37 0.37 0.105
H -2.1468 1.6378 -4.8842 -0.61 0.26 -0.21 0.083
H -4.2323 3.7209 -4.0111 0.46 -0.57 -0.01 0.099
H -2.5562 4.1795 -3.7063 -0.65 -0.63 -0.03 0.082
H -2.0965 2.4998 -2.1244 -0.47 -0.01 -0.34 0.101
H -3.7656 2.9465 -1.7654 0.37 -0.31 -0.35 0.121
H -4.7031 0.9796 -2.6434 0.63 -0.09 -0.18 0.113
H -3.2969 0.4646 -3.5931 0.25 0.17 0.56 0.112
H -0.8666 1.0534 -2.5832 0.20 -0.62 0.19 0.102
H 0.2839 0.0821 -1.6790 -0.65 -0.12 -0.13 0.101
H -0.2549 0.7644 -4.7011 0.00 -0.63 -0.04 0.110
H -0.0733 -0.6225 -6.7864 -0.24 -0.02 0.66 0.106
H -0.4003 -3.1152 -6.7189 -0.07 0.43 0.35 0.103
H -0.9059 -4.1787 -4.4999 0.04 0.52 0.01 0.105
H -0.2112 -3.0741 -1.4530 -0.65 0.05 0.07 0.073
H -2.0405 -2.8126 -1.5491 0.62 0.09 -0.07 0.076
H -1.2632 -4.1831 -2.3469 0.11 0.61 0.19 0.079
H -0.2420 -2.4488 0.7859 0.19 0.66 0.11 0.125
H 0.5308 -1.3574 -0.3572 -0.46 0.06 0.43 0.077
H 1.5176 -0.9725 1.8454 -0.47 0.36 0.12 0.061
H -0.0956 -0.7482 2.5887 0.45 0.34 -0.38 0.097
H -0.3741 1.3332 0.9218 0.65 -0.23 -0.05 0.133
H 0.5954 1.4613 2.3951 0.22 -0.03 -0.84 0.030
H 2.5070 -0.0254 -0.4738 -0.21 0.30 0.05 -0.004
C -8.9620 -0.5256 4.0123 -0.09 -0.04 -0.05 -1.606
Br -9.8125 -1.5278 5.4251 0.10 0.09 -0.11 0.582
Br -8.9135 1.3644 4.3986 0.04 -0.17 -0.03 0.584
Br -7.2041 -1.2133 3.6054 -0.46 -0.19 0.58 0.559
H -9.5670 -0.6537 3.1223 0.05 0.00 0.06 -0.076
C 5.1543 -1.8039 1.4966 0.30 0.13 0.17 -1.586
Br 5.5854 0.0694 1.6485 -0.09 -0.16 -0.05 0.600
Br 3.5893 -2.0732 0.3932 0.16 -0.32 -0.07 0.698
Br 6.6552 -2.8466 0.8854 -0.20 0.13 0.00 0.581
H 4.9049 -2.1570 2.4902 -0.02 0.00 -0.09 -0.032
C -8.8562 -3.5665 0.3216 0.10 -0.12 0.09 -1.598
Br -9.4780 -5.0666 -0.7208 0.03 0.19 0.05 0.573
Br -7.3212 -2.7214 -0.4829 -0.38 -0.30 -0.16 0.572
Br -10.2662 -2.2920 0.6663 0.08 -0.04 -0.09 0.575
H -8.5391 -3.9560 1.2821 0.00 0.02 -0.08 -0.037
C 8.7548 -4.3419 4.4038 0.03 0.02 -0.03 -1.612
Br 8.1028 -5.8348 3.3668 0.05 0.15 0.07 0.564
Br 10.2366 -3.4569 3.5476 -0.09 -0.05 -0.02 0.553
Br 7.3553 -3.0818 4.8226 0.03 -0.15 -0.12 0.535
H 9.1169 -4.7416 5.3426 -0.06 0.03 -0.06 -0.027
C 12.3854 0.0986 2.1906 -0.11 0.07 -0.03 -1.608
Br 12.5998 -1.6167 1.3317 0.02 0.10 0.09 0.560
Br 10.5376 0.6540 2.2027 0.17 -0.24 0.02 0.522
Br 13.1487 0.1144 3.9640 -0.09 -0.01 -0.13 0.558
H 12.9348 0.8235 1.6020 -0.03 -0.06 0.04 -0.035
C -3.5654 6.5563 -6.4664 -0.01 -0.15 0.01 -1.599
Br -4.9329 6.6974 -5.1118 0.15 0.08 -0.10 0.592
Br -3.6503 8.0200 -7.7214 0.02 -0.09 0.09 0.617
Br -1.8061 6.3799 -5.6932 -0.14 0.11 -0.08 0.604
H -3.7607 5.6475 -7.0230 0.01 0.07 0.05 -0.029
C 7.9685 0.6746 6.7563 0.09 0.01 0.09 -1.601
Br 7.6392 -0.9638 7.7211 0.04 0.24 0.06 0.555
Br 9.8086 0.8195 6.1911 -0.17 -0.07 0.00 0.547
Br 6.7572 0.8738 5.2682 0.07 -0.03 0.01 0.519
H 7.7799 1.4917 7.4410 -0.01 -0.06 -0.06 -0.026
C -5.3753 -6.9762 0.0381 -0.03 -0.06 0.03 -1.604
Br -6.7167 -6.9575 1.4338 0.07 -0.11 -0.29 0.538
Br -6.0802 -7.7088 -1.6016 0.07 0.10 0.11 0.560
Br -4.5807 -5.2436 -0.2348 0.00 -0.11 -0.08 0.531
H -4.5819 -7.6353 0.3675 -0.08 0.05 0.03 -0.053
C -8.3527 -11.4943 -2.1701 0.02 0.01 0.04 -1.641
Br -7.7325 -11.2355 -3.9798 -0.07 -0.01 0.15 0.560
Br -9.2316 -9.9196 -1.4860 0.00 -0.15 -0.07 0.543
Br -9.4659 -13.0630 -2.0107 0.08 0.15 -0.04 0.568
H -7.4773 -11.6618 -1.5553 -0.07 0.02 -0.05 -0.030
C 10.0175 4.8092 2.2836 -0.13 0.01 0.08 -1.599
Br 9.2713 3.7262 3.6943 0.05 0.18 -0.07 0.535
Br 9.9755 6.6877 2.7208 0.08 -0.18 -0.01 0.586
Br 11.7964 4.2249 1.8080 -0.04 0.08 -0.01 0.589
H 9.3940 4.6715 1.4090 0.08 0.00 0.05 -0.024
C -12.0048 1.2585 -1.3127 0.05 0.01 -0.03 -1.630
Br -12.9407 0.2572 0.0465 0.06 0.06 -0.07 0.547
Br -10.2670 1.8363 -0.7009 -0.13 -0.10 -0.04 0.556
Br -11.8915 0.2776 -2.9701 0.02 0.06 0.18 0.571
H -12.5869 2.1501 -1.5086 0.04 -0.07 0.03 -0.031
C 14.4901 5.6505 4.0871 -0.11 0.01 -0.01 -1.644
Br 13.7255 4.5827 5.4973 0.06 0.09 -0.12 0.562
Br 14.4529 7.5325 4.5069 0.04 -0.19 -0.02 0.577
Br 16.2664 5.0501 3.6248 -0.08 0.09 0.08 0.594
H 13.8702 5.5085 3.2107 0.04 0.02 0.08 -0.105
C -3.1981 -5.0675 3.6155 0.00 0.17 -0.04 -1.585
Br -2.8569 -6.8101 2.8485 -0.03 0.08 0.12 0.587
Br -5.0439 -4.5428 3.4376 0.24 0.11 0.23 0.525
Br -2.6110 -4.9724 5.4509 0.12 -0.21 -0.39 0.566
H -2.6093 -4.3512 3.0544 -0.05 -0.05 0.03 -0.037
C 1.1423 2.6003 5.4940 0.02 0.05 -0.01 -1.608
Br 3.0582 2.3607 5.4921 -0.17 -0.03 -0.03 0.560
Br 0.5454 3.6124 3.9645 0.07 0.06 0.26 0.633
Br 0.2084 0.9140 5.6348 0.06 0.10 -0.07 0.568
H 0.8936 3.1767 6.3759 0.01 -0.07 -0.06 -0.031
C -3.6125 10.7847 -5.1141 0.00 0.00 0.05 -1.654
Br -4.9805 10.9110 -3.7583 0.13 0.01 -0.11 0.557
Br -3.6952 12.2608 -6.3543 0.01 -0.13 0.12 0.564
Br -1.8545 10.5965 -4.3413 -0.16 0.03 -0.07 0.558
H -3.8076 9.8838 -5.6810 0.00 0.05 0.04 -0.122
C -3.4780 -1.5371 7.0583 0.04 0.00 -0.06 -1.627
Br -4.4926 -3.0877 7.5955 -0.17 0.34 0.21 0.538
Br -3.9016 -1.0031 5.2546 0.10 -0.06 0.11 0.553
Br -3.6804 -0.0779 8.3074 0.00 -0.12 -0.12 0.569
H -2.4330 -1.8223 7.0696 -0.09 0.01 0.01 -0.035
C 18.2185 2.8336 1.1160 0.00 0.00 -0.01 -1.654
Br 20.1426 2.6940 1.0716 -0.18 -0.01 -0.02 0.573
Br 17.5365 3.8145 -0.3993 0.06 -0.10 0.13 0.558
Br 17.3772 1.1045 1.2856 0.06 0.15 -0.02 0.559
H 17.9611 3.3990 2.0021 0.01 -0.06 -0.07 -0.102
```
Forces are in eV/Å.